Entry 1:
A molecular structure, C35H30N7OPPd. Source: the Open Molecules 2025 dataset; level of theory: the ωB97M-V functional and the def2-TZVPD basis.

The geometry in XYZ format:
```
75
Properties=species:S:1:pos:R:3:forces:R:3
Pd 0.083969 1.762920 0.693710 0.471 -0.241 0.344
O 0.974915 1.078624 3.358274 -0.130 0.100 0.077
N -0.279391 1.046651 2.714221 0.542 -0.215 -0.159
C -0.934757 -0.003495 3.048317 -0.269 0.155 -0.028
C -2.196819 -0.466268 2.475673 0.139 -0.101 -0.078
C -2.957432 -1.251989 3.345809 0.033 0.000 0.061
C -4.189761 -1.760962 2.967502 -0.040 -0.019 0.018
C -4.666770 -1.518784 1.690893 -0.015 -0.002 -0.020
C -3.913457 -0.759280 0.801119 -0.014 0.070 0.027
C -2.681228 -0.228515 1.171091 0.027 0.089 -0.014
P -1.840658 0.698326 -0.140083 -0.287 -0.066 -0.051
C -1.378751 -0.402595 -1.467995 0.099 0.055 0.037
C -1.576888 -1.781114 -1.399611 -0.052 -0.027 -0.004
C -1.188784 -2.580228 -2.465866 -0.008 -0.013 0.013
C -0.594912 -2.011568 -3.584724 -0.008 -0.005 -0.013
C -0.373668 -0.638204 -3.645973 0.005 0.009 0.016
C -0.754430 0.165886 -2.586683 0.015 -0.054 -0.013
C -3.031620 1.910435 -0.724957 0.073 0.071 0.022
C -3.495127 2.851420 0.205937 -0.037 -0.024 0.005
C -4.436602 3.792777 -0.170081 0.010 -0.006 0.001
C -4.906324 3.816398 -1.482092 -0.017 0.012 -0.013
C -4.454790 2.883222 -2.403494 0.021 -0.024 -0.018
C -3.519336 1.924892 -2.031363 -0.002 0.025 -0.009
H 1.057067 1.949020 3.779452 -0.015 -0.103 -0.049
H -0.525420 -0.581991 3.874470 -0.030 0.038 0.073
H -2.582781 -1.450361 4.343202 -0.006 -0.022 -0.018
H -4.768695 -2.350435 3.666188 0.015 0.003 -0.011
H -5.619372 -1.925189 1.376690 0.007 0.012 0.001
H -4.296760 -0.581456 -0.197416 -0.017 -0.013 0.013
H -2.055291 -2.228742 -0.537244 0.012 -0.007 -0.023
H -1.370314 -3.646457 -2.430645 0.012 0.013 0.002
H -0.312383 -2.638495 -4.420600 -0.006 0.009 0.009
H 0.080112 -0.200019 -4.525069 0.001 -0.002 0.012
H -0.590088 1.237620 -2.639439 -0.007 0.005 -0.021
H -3.156063 2.796141 1.238030 -0.046 0.009 -0.007
H -4.834845 4.493719 0.552822 0.012 -0.006 0.007
H -5.643004 4.551493 -1.779893 -0.003 -0.016 0.021
H -4.843914 2.887869 -3.412977 0.002 -0.004 0.005
H -3.199080 1.182396 -2.750004 0.015 0.012 -0.007
N -2.275702 6.255517 3.251850 0.082 0.100 0.195
C -1.758088 5.727773 2.169455 0.096 -0.174 -0.007
C -0.964635 4.517716 2.221459 0.043 0.263 0.028
N -0.426005 4.023722 1.120279 -0.465 0.101 -0.523
C -0.665617 4.695817 -0.021835 0.044 0.126 0.182
C -1.488543 5.872535 -0.067171 0.131 -0.144 0.066
N -2.023700 6.368388 1.003246 -0.026 0.004 -0.018
H -2.097739 5.898616 4.184580 -0.055 -0.026 0.013
H -2.819056 7.114933 3.169000 -0.004 -0.005 -0.020
H -0.773300 4.017018 3.163214 -0.109 -0.048 -0.003
H -0.184099 4.333739 -0.920854 -0.088 -0.016 -0.060
H -1.679781 6.379602 -1.007070 0.053 -0.064 -0.042
N 5.617659 -2.761000 -1.145180 0.018 -0.033 0.076
C 6.214572 -4.018478 -1.158289 -0.233 -0.048 -0.138
C 7.372730 -4.496785 -1.674884 0.263 -0.195 -0.107
C 7.608854 -5.900018 -1.511490 -0.013 0.192 -0.075
C 6.670051 -6.770838 -0.928572 -0.030 0.053 0.122
C 5.495214 -6.283923 -0.428157 0.003 0.114 0.083
C 5.239462 -4.872913 -0.566788 -0.024 -0.252 0.081
N 4.144289 -4.186164 -0.235940 0.116 0.090 0.065
C 4.409649 -2.913609 -0.579088 -0.110 0.076 -0.011
C 3.443985 -1.829818 -0.326451 0.017 -0.105 0.015
C 2.269067 -2.130864 0.358898 0.012 -0.040 0.028
C 1.375047 -1.115656 0.634371 0.056 0.032 -0.023
N 1.586542 0.157059 0.270461 -0.264 0.012 -0.039
C 2.706670 0.439916 -0.406347 -0.004 0.105 0.080
C 3.654080 -0.515907 -0.722638 0.068 0.086 -0.036
H 6.055494 -1.903580 -1.444782 -0.022 0.017 -0.019
H 8.079865 -3.880757 -2.215218 0.092 -0.021 0.113
H 8.560433 -6.298826 -1.839982 -0.021 0.005 -0.085
H 6.897471 -7.824025 -0.847344 0.069 0.004 0.012
H 4.794509 -6.916034 0.100102 -0.115 0.018 -0.112
H 2.068547 -3.144700 0.677405 -0.008 0.022 0.003
H 0.461890 -1.331763 1.172336 -0.029 0.016 -0.032
H 2.868680 1.472026 -0.688537 -0.022 0.012 -0.034
H 4.534955 -0.202375 -1.267229 -0.026 0.006 0.013
```
Forces are in eV/Å.

LUMO (spin up / spin down): -11.11 / -14.00 eV
total charge: +4
energy: -2278.02193 a.u.
spin multiplicity: 5

Entry 2:
11 unconnected molecules or ions with the total composition C5H29NO12 at a distorted geometry. Source: the Open Molecules 2025 dataset; level of theory: the ωB97M-V functional and the def2-TZVPD basis.

The geometry in XYZ format:
```
47
Properties=species:S:1:pos:R:3:forces:R:3
C 1.967500 -1.942995 -0.966956 2.946 -1.362 -0.443
N 0.950618 -0.959344 -1.143226 -0.789 -1.542 -3.969
C -0.384156 -1.440866 -0.769151 1.107 0.769 0.085
C -1.514092 -1.572292 -1.856853 0.597 -1.260 -1.642
C -2.562465 -2.257203 -0.980672 1.795 -3.712 -0.960
O -2.528249 -3.455581 -0.725222 0.104 2.112 -0.874
C -0.781158 -0.186440 0.126436 0.082 -0.090 -1.533
O -1.220080 -0.452979 1.182851 -0.689 0.950 1.319
H 2.670386 -1.954055 -0.075623 -0.858 1.088 -0.196
H 1.446878 -2.935767 -0.669194 1.021 1.059 -1.240
H 2.865684 -1.865441 -1.797180 -2.693 -0.449 1.633
H 0.940752 -0.461320 -2.151019 0.385 -0.689 3.109
H -0.266304 -2.407037 -0.136187 -0.364 1.768 -0.902
H -1.768889 -0.649770 -2.413935 -0.557 0.029 1.667
H -1.355408 -2.248444 -2.784438 0.590 0.253 1.903
H -3.175120 -1.643316 -0.465985 -2.634 2.212 1.668
H -0.618229 0.842078 -0.347256 -0.373 -0.945 0.718
H 2.316986 0.147665 1.522055 0.143 0.383 0.378
H 2.860686 1.601219 1.774000 0.472 -2.397 -0.011
O 3.120387 0.609157 1.803252 -0.719 2.045 -0.441
H -1.079646 1.346940 -2.668924 -1.883 2.940 1.298
H -2.124744 2.418970 -2.999789 -1.006 0.538 -1.189
O -1.621304 2.153354 -2.255568 2.493 -3.046 0.215
H 1.491165 2.922161 -2.566652 -0.057 -3.336 -0.080
H 2.052950 1.412793 -2.092831 -0.787 1.733 -0.951
O 1.410048 1.883375 -2.702589 0.818 1.409 1.166
H -1.361854 -2.596181 3.457703 -3.539 -2.749 1.300
H -0.933979 -1.583210 2.499181 -0.425 0.848 -1.034
O -0.668209 -2.075205 3.248862 4.024 1.473 0.144
H 0.464806 -0.885667 4.504214 -0.228 0.656 -0.184
H 1.806686 -0.388508 4.953251 -1.659 1.303 -0.690
O 0.925228 -0.026751 4.602028 1.790 -1.900 0.775
H -0.242453 0.702519 -4.067359 0.236 0.027 -0.605
H -0.946301 -0.635230 -3.785097 0.071 0.701 -1.189
O -1.049640 0.206490 -4.278630 0.513 -0.613 0.826
H -1.155551 5.198795 -0.734165 -0.005 1.224 0.403
H -1.019871 3.840492 -1.135948 0.965 -0.049 -0.308
O -0.435380 4.607213 -0.931902 -0.994 -1.401 -0.210
H -1.574568 1.666585 3.234937 -0.068 0.878 -0.275
H -1.102659 1.833736 4.547730 0.747 -0.160 1.613
O -1.340947 2.402035 3.834648 -0.574 -0.740 -1.384
H -0.010687 -4.565131 1.251691 -1.018 -0.896 0.825
H 1.046892 -3.500218 1.699014 -0.421 -0.361 0.426
O 0.661647 -3.984903 0.960757 1.357 1.336 -1.182
H 1.446557 3.914093 1.377197 0.395 1.844 3.227
H 0.764745 3.602152 0.248378 0.974 -0.537 -0.608
O 1.631354 3.362022 0.674162 -1.284 -1.346 -2.598
```
Forces are in eV/Å.

LUMO (spin up / spin down): -3.81 / -8.22 eV
total charge: +1
energy: -1165.06071 a.u.
spin multiplicity: 2

Entry 3:
A molecular structure, C8H6NO5Pt at a distorted geometry. Source: the Open Molecules 2025 dataset; level of theory: the ωB97M-V functional and the def2-TZVPD basis.

The geometry in XYZ format:
```
21
Properties=species:S:1:pos:R:3:forces:R:3
O -1.308633 -1.364785 3.334773 0.480 -0.299 -5.208
C -1.169141 -1.395796 2.180321 -0.516 0.269 5.593
Pt -1.132487 -1.725358 -0.260334 3.736 4.076 0.659
C -0.694930 -1.429412 -2.145271 -0.028 -0.309 -3.352
O -0.491433 -1.300528 -3.227556 0.426 0.403 -0.743
C -2.105867 -3.402483 -0.941112 -4.050 -7.807 -4.868
O -2.584056 -4.315954 -1.482958 2.304 4.587 2.997
C -2.619468 -0.401622 -0.326333 -6.514 5.948 -0.414
O -3.553973 0.298032 -0.424736 4.634 -4.020 0.440
C 0.607862 -2.668886 0.067127 7.564 -3.588 1.249
O 1.622436 -3.239871 0.182740 -5.512 2.671 -0.687
H -1.916041 -2.468471 0.758360 -3.114 -2.717 4.245
C 1.664364 3.579253 0.614328 -0.098 3.531 0.589
C 2.133493 2.263680 -0.031898 -0.939 -4.490 -0.531
C 1.113901 1.210509 -0.008542 3.082 2.687 -0.262
N 0.341853 0.366902 -0.002361 -1.380 -1.463 0.019
H 0.796674 3.969375 0.085214 0.023 -0.175 -0.962
H 2.460371 4.315317 0.566496 0.021 0.293 0.116
H 1.405750 3.413102 1.658729 0.595 -0.912 0.667
H 2.406849 2.427803 -1.090569 -0.545 0.941 -0.334
H 3.022475 1.869194 0.493581 -0.168 0.375 0.786
```
Forces are in eV/Å.

LUMO (spin up / spin down): -11.45 / -19.03 eV
total charge: +3
energy: -857.07547 a.u.
spin multiplicity: 5